# 1
126
Properties=species:S:1:pos:R:3:lowdin_charge:R:1 method="wB97M-V/def2-TZVPD" total_charge=0 e_homo_ev=-8.700 multiplicity=1
C 17.307 8.709 21.884 -0.13
O 16.118 8.506 21.188 -0.19
C 14.988 9.088 21.767 -0.27
C 13.741 8.780 21.073 -0.24
N 13.755 9.315 19.719 -0.04
C 12.583 8.873 18.970 -0.21
C 12.590 9.388 17.542 -0.24
O 13.753 8.915 16.882 -0.18
C 14.073 9.805 15.787 -0.08
H 17.504 9.808 21.981 0.09
H 18.101 8.173 21.306 0.10
H 17.254 8.327 22.923 0.09
H 15.160 10.174 21.821 0.13
H 14.837 8.739 22.811 0.13
H 12.915 9.226 21.594 0.12
H 13.536 7.724 21.158 0.12
H 14.556 8.898 19.234 0.12
H 11.654 9.261 19.432 0.11
H 12.557 7.786 18.999 0.12
H 12.618 10.485 17.622 0.10
H 11.669 9.113 16.951 0.12
H 14.783 9.287 15.180 0.08
H 14.386 10.783 16.126 0.07
H 13.184 9.948 15.156 0.08
C 6.956 11.302 15.253 -0.09
O 7.845 10.480 14.520 -0.20
C 9.143 10.328 15.071 -0.23
C 9.787 9.122 14.469 -0.19
N 10.380 9.437 13.140 -0.04
C 9.381 9.206 12.042 -0.17
C 9.956 9.500 10.670 -0.24
O 11.010 8.607 10.525 -0.20
C 11.854 8.887 9.406 -0.09
H 6.066 11.335 14.631 0.09
H 7.389 12.292 15.391 0.08
H 6.688 10.818 16.217 0.08
H 9.086 10.088 16.158 0.11
H 9.762 11.240 14.900 0.12
H 8.991 8.355 14.439 0.13
H 10.567 8.734 15.124 0.10
H 11.060 8.679 12.920 0.13
H 8.525 9.859 12.199 0.12
H 9.012 8.192 12.014 0.12
H 10.332 10.489 10.673 0.09
H 9.238 9.313 9.856 0.14
H 12.353 9.838 9.471 0.08
H 11.273 8.855 8.457 0.09
H 12.564 8.062 9.318 0.09
C 8.265 8.163 21.699 -0.11
O 7.377 9.165 21.271 -0.22
C 6.875 9.070 19.938 -0.19
C 7.945 9.621 18.948 -0.21
N 8.412 10.944 19.349 -0.03
C 9.434 11.553 18.543 -0.21
C 9.876 12.860 19.195 -0.20
O 10.297 12.582 20.527 -0.22
C 10.533 13.740 21.280 -0.11
H 7.684 7.244 21.788 0.08
H 8.610 8.371 22.722 0.09
H 9.059 8.009 20.981 0.07
H 5.988 9.730 19.911 0.12
H 6.517 8.022 19.672 0.14
H 7.437 9.623 17.995 0.09
H 8.740 8.886 18.820 0.10
H 8.681 10.940 20.335 0.11
H 9.072 11.872 17.568 0.10
H 10.351 10.936 18.400 0.11
H 8.935 13.463 19.337 0.13
H 10.641 13.402 18.664 0.10
H 11.329 14.421 20.926 0.08
H 10.792 13.384 22.302 0.10
H 9.587 14.262 21.267 0.08
C 12.809 16.279 12.755 -0.20
O 12.042 17.428 12.939 -0.11
H 13.881 16.470 12.948 0.08
H 12.443 15.421 13.324 0.06
H 12.830 15.972 11.732 0.07
H 11.275 17.197 13.485 0.04
C 13.559 17.574 16.112 -0.13
O 13.542 18.987 16.423 -0.12
H 12.597 17.135 16.394 0.05
H 13.697 17.407 15.054 0.06
H 14.193 17.046 16.813 0.07
H 13.238 19.394 15.596 0.08
C 11.956 12.641 12.315 -0.13
O 11.698 11.912 13.475 -0.16
H 12.888 13.190 12.363 0.06
H 12.014 11.910 11.521 0.07
H 11.143 13.366 12.170 0.09
H 11.153 11.138 13.283 0.03
C 9.087 15.205 14.718 -0.14
O 9.927 16.342 14.600 -0.16
H 8.112 15.428 14.242 0.09
H 9.456 14.307 14.207 0.07
H 8.944 14.988 15.765 0.06
H 10.100 16.761 15.477 0.06
C 15.345 12.615 14.343 -0.15
O 15.027 13.756 13.539 -0.14
H 14.922 12.680 15.345 0.05
H 14.912 11.697 13.883 0.09
H 16.440 12.578 14.520 0.09
H 15.641 14.457 13.788 0.08
C 8.776 16.746 18.087 -0.15
O 9.950 16.968 17.347 -0.14
H 7.901 16.595 17.455 0.08
H 8.829 15.829 18.712 0.08
H 8.479 17.612 18.676 0.08
H 10.732 16.817 17.919 0.05
C 13.346 12.947 19.149 -0.08
O 14.096 14.189 19.054 -0.13
H 12.873 12.744 18.213 0.04
H 13.927 12.102 19.473 0.07
H 12.598 12.995 19.906 0.05
H 14.936 14.148 19.511 0.09
C 12.325 14.141 15.934 -0.13
O 11.807 12.813 16.055 -0.14
H 11.536 14.907 15.691 0.07
H 12.715 14.421 16.902 0.05
H 13.123 14.278 15.187 0.07
H 11.793 12.563 15.115 0.02
C 12.857 17.427 19.568 -0.14
O 12.283 16.294 18.933 -0.17
H 12.054 18.207 19.507 0.10
H 12.988 17.315 20.668 0.08
H 13.802 17.713 19.179 0.06
H 13.019 15.644 18.839 0.04

# 2
12
Properties=species:S:1:pos:R:3:lowdin_charge:R:1 method="wB97M-V/def2-TZVPD" total_charge=0 e_homo_ev=-8.947 multiplicity=1
C 1.171 0.998 -0.788 -1.24
C -0.670 -2.120 1.020 -0.10
C -0.825 2.040 0.046 -0.46
N -0.840 -1.101 0.283 0.02
N 0.379 1.599 0.217 -0.20
S 2.640 0.291 -0.388 0.57
S 0.370 0.739 -2.295 0.62
S -1.345 1.710 -1.561 0.58
H -1.439 -1.992 1.762 0.05
H 0.087 -2.943 0.950 0.09
H -0.193 -0.868 -0.427 -0.06
H 0.665 1.648 1.179 0.12

# 3
58
Properties=species:S:1:pos:R:3:lowdin_charge:R:1 method="wB97M-V/def2-TZVPD" total_charge=0 e_homo_ev=-7.625 multiplicity=1
C 5.860 -0.678 3.985 -0.12
C 4.861 -1.760 3.589 -0.27
C 3.621 -1.161 2.934 -0.21
C 2.631 -2.234 2.501 -0.24
H 2.319 -2.852 3.349 0.13
H 3.092 -2.873 1.739 0.12
O 1.440 -1.672 1.978 -0.24
P 1.507 -1.020 0.489 0.72
O 2.571 -1.598 -0.337 -0.27
C -0.201 -1.236 -0.055 -0.26
C -0.462 -1.367 -1.411 -0.07
C -1.749 -1.294 -1.896 -0.01
C -2.831 -1.069 -1.029 -0.23
C -2.559 -0.998 0.347 -0.02
C -1.268 -1.065 0.818 -0.07
H -1.082 -1.009 1.881 0.11
H -3.363 -0.885 1.055 0.10
N -4.106 -0.924 -1.501 -0.19
C -5.157 -0.428 -0.647 -0.07
H -5.974 -0.053 -1.260 0.08
H -5.552 -1.211 0.011 0.09
H -4.791 0.395 -0.031 0.08
C -4.427 -1.211 -2.877 -0.07
H -3.976 -2.155 -3.186 0.09
H -4.080 -0.420 -3.553 0.09
H -5.506 -1.305 -2.982 0.08
H -1.910 -1.379 -2.958 0.10
H 0.370 -1.526 -2.081 0.11
H 3.906 -0.596 2.043 0.11
H 3.126 -0.472 3.621 0.12
H 5.334 -2.456 2.894 0.11
H 4.565 -2.325 4.476 0.11
H 5.407 0.020 4.685 0.07
H 6.736 -1.119 4.454 0.07
H 6.182 -0.122 3.108 0.07
C 1.595 0.845 0.860 -0.33
C 0.612 1.491 -0.071 -0.15
C -0.604 1.985 0.345 0.05
C -1.550 2.432 -0.580 -0.27
C -1.242 2.406 -1.929 -0.02
C -0.008 1.929 -2.355 -0.01
C 0.915 1.454 -1.442 -0.26
O 2.127 0.916 -1.744 -0.11
C 2.461 0.714 -3.094 -0.07
H 1.706 0.112 -3.609 0.09
H 2.591 1.665 -3.622 0.10
H 3.404 0.171 -3.079 0.10
H 0.204 1.920 -3.412 0.11
H -1.944 2.748 -2.673 0.10
O -2.745 2.846 -0.054 -0.09
C -3.740 3.287 -0.942 -0.10
H -4.027 2.500 -1.648 0.08
H -3.418 4.173 -1.501 0.10
H -4.597 3.547 -0.323 0.09
H -0.856 2.029 1.392 0.13
O 1.377 1.100 2.214 -0.03
H 0.592 0.611 2.488 0.08
H 2.610 1.180 0.626 0.14

The evaluated electronic energy for the records listed, in turn: -64487.7910, -38658.8713, -43280.8359 eV.
The evaluated orbital gap for the records listed, in turn: 9.09, 8.16, 8.19 eV.
The evaluated energy relative to the best compared isomer or geometry (same formula, charge and spin) for the records listed, in turn: 542.83, 226.98, 174.19 kJ/mol.